(1)
95
Properties=species:S:1:pos:R:3:lowdin_charge:R:1 method="wB97M-V/def2-TZVPD" spin_multiplicity=4 orbital_gap_ev="6.66 / 7.81" s2=3.771 lumo_ha="0.0069 / 0.0002" total_charge=0
C 0.933 -0.909 -1.347 -0.2892
S 1.989 0.352 1.533 0.6952
H -4.300 3.123 6.169 0.0609
C -6.781 -1.963 0.956 -0.0712
C 2.045 -0.907 -3.540 -0.1099
C -3.721 5.206 6.200 -0.0731
C -5.965 -0.324 -0.609 -0.0794
C 3.978 2.934 -0.779 -0.1002
Se -2.076 -0.409 -1.521 0.5603
C -0.541 -2.600 1.884 -0.1762
C -7.914 1.768 1.564 -0.0659
C 2.324 3.546 1.038 -0.0368
C 4.453 1.587 -1.337 -0.1144
N -1.744 2.551 2.743 0.0051
C 2.923 1.223 0.392 -0.7387
H -6.363 0.533 2.389 0.0545
C -4.660 -0.897 1.347 -0.1190
C 1.326 -0.260 -2.541 -0.1504
C 0.675 -4.353 0.157 0.0071
C -7.604 4.142 1.814 -0.0818
H -3.116 7.248 5.914 0.1027
H 1.045 0.780 -2.692 0.0901
H -5.790 4.761 2.765 0.0907
H -5.473 2.882 0.037 0.0822
H -1.582 -5.495 3.347 0.1133
C -3.221 6.174 4.053 -0.0758
H 2.325 -0.377 -4.448 0.0952
N -1.225 1.546 0.884 -0.1387
C -6.373 3.919 2.423 -0.0805
H 3.508 3.561 -1.534 0.1217
H -5.519 -2.361 2.658 0.1123
C -6.692 1.543 2.190 -0.1128
H 2.228 -4.006 -2.176 0.0998
C -2.597 1.468 1.023 -0.4139
C -3.485 2.405 -2.667 -0.1029
H -2.743 1.710 -3.042 0.0458
H -6.082 0.248 -1.523 0.1140
H -2.137 -1.440 4.649 0.0677
C 1.988 -2.947 -2.268 -0.0494
H 4.118 1.424 -2.357 0.1100
C -4.791 4.413 -2.903 -0.0792
Se -4.466 0.635 4.713 0.3257
H -3.796 5.295 7.279 0.1040
C -0.033 -4.853 1.197 -0.0004
P -3.442 0.802 -0.418 0.6504
H -9.324 3.247 0.883 0.1045
H 5.533 1.489 -1.308 0.1136
C -3.335 6.298 5.436 -0.0835
C -6.943 -1.228 -0.215 -0.0813
C -1.054 -1.687 2.844 -0.0176
C 0.689 -2.957 -0.085 -0.1910
H -0.095 -5.927 1.362 0.1207
H -7.828 -1.368 -0.826 0.1070
C -2.926 2.117 2.208 -0.3920
H -5.065 5.295 -3.475 0.1049
H 3.039 4.046 1.702 0.0956
H 1.206 -5.012 -0.516 0.1060
C -4.063 2.174 -1.423 -0.3367
C -8.368 3.069 1.367 -0.0780
N 2.998 2.544 0.235 -0.1408
H -3.382 4.861 2.366 0.1106
V -0.127 -0.225 0.281 0.3035
C -4.004 3.986 5.584 -0.0885
H -7.545 -2.674 1.257 0.1072
H -8.516 0.923 1.239 0.1041
H 1.869 4.289 0.383 0.0931
H -7.971 5.157 1.696 0.1054
H -2.555 -3.887 4.942 0.1053
H -0.848 -0.624 2.756 0.0932
C 2.399 -2.253 -3.395 -0.1052
C -1.978 -3.537 4.093 -0.0706
C -5.896 2.617 2.593 -0.3408
C -3.894 3.864 4.205 -0.3690
H -2.910 7.024 3.454 0.1040
C 1.260 -2.284 -1.277 -0.2044
H 1.549 3.072 1.623 0.0326
C -3.854 3.524 -3.408 -0.0733
C -1.754 -2.148 3.924 -0.0708
H -3.774 -0.764 1.957 0.0755
N -0.758 2.212 1.958 -0.0505
C -3.495 4.961 3.441 -0.1180
H -6.126 4.862 -1.270 0.1041
N 3.818 0.647 -0.417 0.0404
N 0.085 -2.118 0.752 -0.0191
C -4.831 -0.155 0.180 -0.3654
C -1.445 -4.428 3.208 -0.0338
H 2.973 -2.757 -4.170 0.0953
C -5.643 -1.795 1.739 -0.0775
C -5.380 4.179 -1.663 -0.0672
P -4.301 2.285 3.410 0.5618
H 3.706 -0.326 -0.639 0.1298
H 4.787 3.503 -0.323 0.1222
C -0.695 -3.977 2.099 -0.1542
H -3.408 3.697 -4.383 0.1062
C -5.015 3.061 -0.923 -0.0659

***

(2)
16
Properties=species:S:1:pos:R:3:lowdin_charge:R:1 method="wB97M-V/def2-TZVPD" spin_multiplicity=1 orbital_gap_ev=8.39 lumo_ha=-0.0299 total_charge=0
H 1.069 -0.995 2.489 0.0787
H 1.718 -1.495 0.927 0.0833
H -0.851 0.123 1.347 0.1025
C 0.410 0.978 -0.948 -1.1350
C -0.272 -0.656 0.846 -0.2073
H 0.483 3.244 -0.729 -0.1097
H 1.645 0.217 1.346 0.0688
N -1.647 -0.338 -1.137 -0.3929
S -0.430 2.360 -0.311 0.8528
O -1.967 -1.205 -1.908 0.1123
S 1.812 1.064 -1.775 0.7012
O -2.364 0.529 -0.704 0.0210
C -0.237 -0.345 -0.660 -0.3559
H 0.287 -1.135 -1.207 0.1412
H -0.783 -1.611 0.988 0.1271
C 1.129 -0.736 1.436 -0.0883

***

ΔE to the lowest compared entry with this formula, charge and spin list, top to bottom, in kJ/mol: 0.0; 238.8